The following is a DFT calculation (wB97M-V/def2-TZVPD) of 8 unconnected molecules or ions with the total composition C45H100NO15.

Each line ends with the Mulliken charge.
Atoms and positions in Å:
C (0.50, -0.67, 0.58)  -0.118
O (0.93, 0.13, -0.56)  -0.277
C (0.56, -0.53, -1.80)  0.007
C (-1.01, -0.30, -2.09)  0.041
C (-1.74, -1.51, -2.85)  -0.726
C (-1.74, -2.92, -2.08)  -0.556
C (-2.43, -2.90, -0.62)  1.373
C (-4.00, -3.29, -0.62)  -0.957
C (-4.97, -2.10, -1.07)  -0.444
C (-5.79, -1.39, 0.12)  -1.019
C (-4.98, -1.24, 1.51)  0.552
C (-3.98, -0.01, 1.36)  -0.076
C (-3.26, 0.46, 2.73)  -0.978
C (-2.77, -0.73, 3.68)  0.581
C (-2.86, -0.47, 5.24)  -0.546
C (-2.38, -1.55, 6.26)  -0.547
C (-1.83, -2.89, 5.65)  -0.394
N (-1.74, -3.11, 4.21)  0.208
C (-2.16, -2.09, 3.25)  -0.310
H (0.64, -1.79, 0.40)  -0.070
H (-0.59, -0.42, 0.87)  -0.019
H (1.17, -0.33, 1.46)  0.343
H (1.15, 0.00, -2.66)  -0.138
H (0.87, -1.64, -1.83)  0.103
H (-1.07, 0.64, -2.77)  0.309
H (-1.59, -0.01, -1.13)  -0.169
H (-1.17, -1.69, -3.85)  0.202
H (-2.78, -1.13, -3.16)  0.372
H (-0.65, -3.25, -1.92)  0.117
H (-2.22, -3.68, -2.79)  0.436
H (-1.92, -3.68, 0.07)  -0.546
H (-2.20, -1.88, -0.15)  -0.683
H (-4.11, -4.14, -1.41)  0.515
H (-4.32, -3.78, 0.38)  0.346
H (-5.77, -2.57, -1.77)  0.381
H (-4.39, -1.36, -1.74)  0.095
H (-6.03, -0.32, -0.24)  0.343
H (-6.82, -1.87, 0.33)  0.263
H (-4.50, -2.22, 1.85)  0.024
H (-5.78, -0.98, 2.31)  -0.003
H (-4.62, 0.89, 1.02)  0.476
H (-3.17, -0.13, 0.57)  -0.422
H (-2.32, 1.06, 2.42)  0.346
H (-3.93, 1.15, 3.36)  0.447
H (-3.27, 0.53, 5.61)  0.379
H (-2.43, -1.36, 7.38)  0.478
H (-1.48, -3.70, 6.39)  0.373
H (-1.36, -4.03, 3.92)  0.287
H (-2.03, -2.32, 2.14)  0.465
C (-8.89, -2.51, 7.26)  -0.667
O (-9.64, -2.56, 6.06)  -0.378
C (-9.53, -1.35, 5.30)  -0.684
C (-8.59, -1.53, 4.11)  -0.521
O (-7.24, -1.71, 4.55)  -0.187
C (-6.82, -3.07, 4.48)  -0.792
H (-8.88, -3.51, 7.69)  0.257
H (-7.86, -2.20, 7.08)  0.242
H (-9.36, -1.82, 7.97)  0.341
H (-9.21, -0.52, 5.93)  0.323
H (-10.53, -1.12, 4.92)  0.404
H (-8.61, -0.62, 3.51)  0.368
H (-8.91, -2.37, 3.48)  0.407
H (-6.69, -3.36, 3.43)  0.302
H (-7.54, -3.73, 4.97)  0.413
H (-5.86, -3.16, 4.99)  0.183
C (1.49, -5.62, 3.69)  -0.711
O (0.74, -5.68, 2.49)  -0.469
C (0.85, -4.49, 1.71)  0.338
C (1.80, -4.68, 0.53)  -0.435
O (3.14, -4.85, 0.97)  -0.410
C (3.56, -6.21, 0.92)  -0.723
H (1.51, -6.61, 4.14)  0.290
H (2.52, -5.30, 3.50)  0.321
H (1.02, -4.92, 4.39)  0.248
H (1.17, -3.65, 2.33)  0.441
H (-0.15, -4.26, 1.33)  -0.203
H (1.77, -3.78, -0.09)  0.173
H (1.48, -5.53, -0.09)  0.395
H (3.69, -6.52, -0.12)  0.324
H (2.85, -6.87, 1.42)  0.307
H (4.52, -6.29, 1.43)  0.250
C (4.53, 3.12, -2.48)  -1.016
O (5.23, 3.22, -1.25)  -0.407
C (5.00, 4.47, -0.60)  -0.266
C (4.02, 4.31, 0.56)  -0.670
O (2.71, 4.00, 0.09)  -0.385
C (2.39, 2.62, 0.26)  -0.692
H (4.61, 2.09, -2.83)  0.302
H (3.47, 3.37, -2.36)  0.466
H (4.98, 3.78, -3.23)  0.394
H (4.65, 5.23, -1.31)  0.287
H (5.96, 4.81, -0.20)  0.353
H (3.95, 5.26, 1.10)  0.411
H (4.38, 3.55, 1.27)  0.312
H (2.24, 2.40, 1.32)  0.285
H (3.18, 1.98, -0.15)  0.335
H (1.46, 2.42, -0.28)  0.234
C (-4.34, -1.19, 9.84)  -0.853
O (-3.06, -1.04, 10.42)  -0.344
C (-3.03, 0.00, 11.40)  -0.541
C (-3.05, -0.56, 12.82)  -0.527
O (-4.31, -1.17, 13.11)  -0.371
C (-4.24, -2.59, 13.05)  -0.690
H (-4.34, -2.11, 9.24)  0.234
H (-5.13, -1.27, 10.59)  0.479
H (-4.55, -0.35, 9.17)  0.335
H (-3.86, 0.70, 11.25)  0.358
H (-2.09, 0.55, 11.25)  0.374
H (-2.93, 0.26, 13.52)  0.374
H (-2.23, -1.26, 12.97)  0.336
H (-3.67, -2.97, 13.91)  0.331
H (-3.79, -2.94, 12.12)  0.277
H (-5.26, -2.98, 13.11)  0.246
C (1.17, 1.97, -4.91)  -0.571
O (1.79, 0.71, -5.10)  -0.197
C (1.36, 0.08, -6.31)  -0.553
C (2.43, 0.20, -7.39)  -0.751
O (2.59, 1.55, -7.82)  -0.124
C (3.75, 2.16, -7.28)  -0.876
H (1.66, 2.47, -4.07)  -0.003
H (1.27, 2.61, -5.79)  0.427
H (0.11, 1.84, -4.66)  0.265
H (0.41, 0.50, -6.65)  0.383
H (1.21, -0.98, -6.08)  0.368
H (2.11, -0.38, -8.27)  0.388
H (3.39, -0.22, -7.05)  0.371
H (4.64, 1.74, -7.75)  0.338
H (3.80, 2.03, -6.19)  0.326
H (3.71, 3.23, -7.50)  0.257
C (10.50, 4.05, -4.12)  -0.692
O (11.20, 4.16, -2.89)  -0.373
C (10.96, 5.41, -2.24)  -0.507
C (9.99, 5.24, -1.08)  -0.588
O (8.68, 4.93, -1.55)  -0.330
C (8.36, 3.55, -1.38)  -0.618
H (10.58, 3.02, -4.47)  0.245
H (9.44, 4.30, -4.00)  0.280
H (10.95, 4.71, -4.87)  0.331
H (10.61, 6.16, -2.95)  0.329
H (11.93, 5.75, -1.84)  0.375
H (9.91, 6.20, -0.55)  0.392
H (10.34, 4.49, -0.37)  0.356
H (8.21, 3.33, -0.32)  0.339
H (9.14, 2.91, -1.79)  0.469
H (7.43, 3.35, -1.92)  -0.006
C (1.80, 2.66, -10.39)  -0.678
O (1.40, 2.49, -11.74)  -0.401
C (0.42, 3.45, -12.13)  -0.478
C (1.04, 4.56, -12.99)  -0.514
O (1.93, 5.37, -12.22)  -0.366
C (3.29, 5.06, -12.46)  -0.711
H (2.66, 2.02, -10.21)  0.231
H (2.09, 3.69, -10.17)  0.302
H (0.99, 2.35, -9.72)  0.310
H (-0.09, 3.88, -11.26)  0.319
H (-0.32, 2.92, -12.73)  0.390
H (0.24, 5.21, -13.35)  0.372
H (1.55, 4.13, -13.86)  0.324
H (3.58, 5.41, -13.46)  0.333
H (3.49, 3.99, -12.38)  0.303
H (3.90, 5.59, -11.72)  0.242

The charge is +1. Its total energy is -80468.0176 eV. The orbital gap comes out at 5.39 eV. Its HOMO energy is -9.98 eV. The value obtained for the LUMO energy is -4.589 eV.



The following is a DFT calculation (wB97M-V/def2-TZVPD) of a molecular structure, C45H102N3O21V.

Each line ends with the Löwdin spin population.
Atoms and positions in Å:
V (-0.05, 0.91, 0.97)  1.980
C (-0.90, 3.44, -2.20)  0.000
C (-0.67, 2.30, -1.22)  0.008
O (-1.30, 2.23, -0.18)  0.003
O (0.33, 1.54, -1.31)  -0.010
H (-1.89, 3.39, -2.66)  0.000
H (-0.19, 3.37, -3.02)  0.000
H (-0.72, 4.43, -1.79)  0.000
C (-1.97, -2.84, 0.80)  0.000
C (-1.31, -1.45, 0.70)  0.007
O (-0.14, -1.22, 0.35)  -0.019
O (-1.76, -0.43, 1.23)  -0.013
H (-2.89, -2.87, 0.22)  0.000
H (-2.04, -3.00, 1.88)  0.000
H (-1.20, -3.54, 0.49)  0.000
C (3.67, 2.49, 1.59)  0.001
C (2.38, 1.83, 1.46)  0.008
O (1.31, 2.48, 1.71)  0.007
O (2.08, 0.70, 0.99)  -0.004
H (3.80, 3.07, 2.51)  0.000
H (3.82, 3.15, 0.74)  0.000
H (4.37, 1.66, 1.70)  0.000
C (-2.22, 6.85, 1.76)  0.000
C (-1.70, 5.62, 2.51)  0.000
O (-2.74, 5.13, 3.24)  0.000
O (-2.68, 7.79, 2.81)  0.000
H (-3.03, 6.57, 1.09)  0.000
H (-1.43, 7.32, 1.17)  0.000
H (-0.90, 6.06, 3.10)  0.000
H (-1.36, 4.86, 1.81)  0.000
H (-2.88, 5.70, 4.00)  0.000
H (-3.45, 7.39, 3.24)  0.000
C (4.91, 0.46, 4.83)  0.000
C (4.04, -0.82, 4.13)  0.000
O (3.42, -1.46, 5.29)  0.000
O (3.86, 1.16, 5.51)  0.000
H (5.31, 1.19, 4.13)  0.000
H (5.62, 0.11, 5.58)  0.000
H (4.75, -1.38, 3.52)  0.000
H (3.35, -0.39, 3.40)  0.000
H (3.43, -0.86, 6.04)  0.000
H (4.15, 1.77, 6.20)  0.000
C (2.05, 5.62, 3.80)  0.000
C (2.89, 6.39, 2.79)  0.000
O (2.78, 5.76, 1.59)  0.000
O (1.87, 6.53, 4.93)  0.000
H (2.62, 4.70, 3.97)  0.000
H (1.06, 5.39, 3.40)  0.000
H (3.94, 6.43, 3.08)  0.000
H (2.58, 7.43, 2.70)  0.000
H (2.70, 4.81, 1.68)  0.000
H (1.11, 6.24, 5.43)  0.000
C (-0.88, 1.95, 3.93)  0.001
C (-0.41, 0.55, 4.36)  0.001
O (0.36, -0.01, 3.28)  0.006
O (-1.33, 2.17, 2.69)  0.023
H (0.01, 2.58, 3.90)  0.000
H (-1.59, 2.40, 4.61)  0.001
H (-1.23, -0.08, 4.69)  0.000
H (-0.07, 0.42, 5.38)  0.000
H (0.58, -0.89, 3.59)  0.000
H (-2.08, 2.77, 2.70)  0.001
C (4.84, 0.84, -2.34)  0.000
C (3.36, 1.04, -2.81)  0.000
O (2.68, 2.21, -2.40)  0.000
O (4.87, 0.69, -0.91)  0.000
H (5.19, 1.86, -2.55)  0.000
H (5.43, 0.05, -2.79)  0.000
H (2.93, 0.15, -2.34)  0.000
H (3.29, 0.97, -3.90)  0.000
H (1.74, 2.05, -2.24)  0.000
H (4.01, 1.01, -0.64)  0.000
C (1.30, -3.47, 3.78)  0.000
C (0.22, -4.59, 4.21)  0.000
O (0.82, -5.28, 5.31)  0.000
O (1.12, -2.27, 4.50)  0.000
H (0.96, -3.26, 2.76)  0.000
H (2.36, -3.73, 3.76)  0.000
H (-0.16, -5.24, 3.43)  0.000
H (-0.74, -4.13, 4.45)  0.000
H (1.43, -5.91, 4.91)  0.000
H (2.02, -2.13, 4.78)  0.000
C (5.68, -5.15, 0.16)  0.000
C (5.33, -4.15, -1.01)  0.000
C (5.43, -4.88, -2.37)  0.000
C (4.14, -5.57, -2.82)  0.000
C (3.01, -4.53, -2.93)  0.000
C (2.73, -3.89, -1.55)  0.000
N (3.99, -3.39, -0.87)  0.000
O (3.75, -2.54, 0.16)  0.000
C (1.87, -2.67, -1.98)  0.000
C (1.88, -4.85, -0.64)  0.000
C (6.33, -2.96, -0.89)  0.000
H (5.13, -6.05, 0.40)  0.000
H (5.39, -4.53, 1.01)  0.000
H (6.75, -5.36, 0.15)  0.000
H (5.57, -4.15, -3.17)  0.000
H (6.20, -5.64, -2.53)  0.000
H (3.80, -6.30, -2.08)  0.000
H (4.33, -6.03, -3.79)  0.000
H (2.15, -5.19, -3.12)  0.000
H (3.06, -3.94, -3.85)  0.000
H (2.39, -2.17, -2.80)  0.000
H (0.81, -2.91, -2.12)  0.000
H (1.76, -1.85, -1.27)  0.000
H (1.35, -4.27, 0.11)  0.000
H (1.24, -5.51, -1.23)  0.000
H (2.46, -5.63, -0.13)  0.000
H (7.35, -3.17, -1.21)  0.000
H (6.35, -2.44, 0.07)  0.000
H (6.07, -2.22, -1.65)  0.000
H (4.24, -1.76, -0.12)  0.000
C (-1.33, -3.14, -6.53)  0.000
C (-1.30, -1.60, -6.35)  0.000
C (-1.47, -1.35, -4.81)  0.000
C (-1.16, 0.18, -4.41)  0.000
C (0.28, 0.47, -4.89)  0.000
C (0.66, 0.17, -6.34)  0.000
N (0.06, -1.13, -6.80)  0.000
O (0.40, -1.50, -8.12)  0.000
C (0.22, 1.31, -7.27)  0.000
C (2.25, 0.00, -6.38)  0.000
C (-2.52, -0.99, -7.02)  0.000
H (-2.18, -3.66, -6.08)  0.000
H (-0.46, -3.61, -6.07)  0.000
H (-1.18, -3.54, -7.54)  0.000
H (-2.47, -1.68, -4.54)  0.000
H (-0.89, -2.12, -4.30)  0.000
H (-1.18, 0.17, -3.32)  0.000
H (-1.89, 0.86, -4.83)  0.000
H (0.83, -0.30, -4.34)  0.000
H (0.55, 1.50, -4.66)  0.000
H (0.34, 1.09, -8.33)  0.000
H (-0.84, 1.33, -7.03)  0.000
H (0.71, 2.21, -6.90)  0.000
H (2.51, -1.04, -6.16)  0.000
H (2.61, 0.09, -7.40)  0.000
H (2.99, 0.72, -6.02)  0.000
H (-2.72, -1.56, -7.93)  0.000
H (-2.61, 0.09, -7.04)  0.000
H (-3.40, -1.17, -6.40)  0.000
H (1.02, -2.23, -8.07)  0.000
C (-4.50, 1.31, 1.51)  0.000
C (-5.98, 1.73, 2.00)  0.000
C (-6.88, 1.87, 0.73)  0.000
C (-7.28, 0.58, -0.11)  0.000
C (-7.99, -0.25, 0.98)  0.000
C (-7.23, -0.52, 2.40)  0.000
N (-6.64, 0.72, 2.91)  0.000
O (-5.97, 0.55, 4.14)  0.000
C (-8.23, -0.99, 3.41)  0.000
C (-6.21, -1.61, 2.01)  0.000
C (-5.93, 3.12, 2.64)  0.000
H (-3.99, 0.85, 2.36)  0.000
H (-3.80, 2.11, 1.29)  0.000
H (-4.61, 0.54, 0.74)  0.000
H (-7.84, 2.34, 0.96)  0.000
H (-6.46, 2.49, -0.07)  0.000
H (-6.38, 0.18, -0.58)  0.000
H (-8.00, 0.67, -0.92)  0.000
H (-8.38, -1.19, 0.57)  0.000
H (-8.82, 0.42, 1.16)  0.000
H (-8.60, -2.02, 3.33)  0.000
H (-7.69, -0.91, 4.36)  0.000
H (-9.09, -0.34, 3.53)  0.000
H (-6.48, -2.65, 1.87)  0.000
H (-5.55, -1.25, 1.22)  0.000
H (-5.46, -1.69, 2.79)  0.000
H (-5.45, 3.74, 1.88)  0.000
H (-5.31, 3.14, 3.53)  0.000
H (-6.96, 3.47, 2.76)  0.000
H (-6.45, 1.03, 4.81)  0.000

Its total energy is -121464.9220 eV. The orbital gap (alpha / beta) comes out at 7.30 / 7.59 eV. Its HOMO energy (alpha / beta) is -7.50 / -7.50 eV. The value obtained for the LUMO energy (alpha / beta) is -0.198 / 0.095 eV. The spin multiplicity is 3. Its expectation value of S² is 2.02.